Entry from the OMol25 dataset: a structure of composition C28H24GaGeN4O3S2 (wB97M-V/def2-TZVPD).

Output
Net charge: +3
DFT total energy: -6323.3316 hartree
Lowest unoccupied orbital energy: -9.4 eV
ΔE to the lowest compared entry with this formula, charge and spin: 87.8 kJ/mol
Highest occupied orbital energy: -16.3 eV
Orbital gap: 6.981 eV

The geometry in XYZ format:
```
63
C28H24GaGeN4O3S2 | the OMol25 dataset | wB97M-V/def2-TZVPD
Ga -0.307 -1.139 -0.013
C 1.505 -4.071 3.384
N 1.099 -4.317 1.988
C 0.729 -5.562 1.519
C 0.392 -5.426 0.223
N 0.577 -4.087 -0.109
C 1.005 -3.425 1.004
S 1.442 -1.740 1.173
C 0.371 -3.586 -1.429
C 0.656 -4.384 -2.516
C 0.336 -3.910 -3.784
C -0.235 -2.655 -3.924
C -0.450 -1.897 -2.793
N -0.164 -2.358 -1.559
H 2.346 -4.720 3.612
H 0.658 -4.291 4.030
H 1.798 -3.033 3.494
H 0.725 -6.428 2.159
H 0.008 -6.140 -0.484
H 1.119 -5.351 -2.381
H 0.539 -4.524 -4.652
H -0.499 -2.256 -4.893
H -0.862 -0.897 -2.850
O -2.057 -1.811 0.873
S -2.977 -0.907 0.101
O -3.824 -1.514 -0.850
N -1.738 0.098 -0.485
C -1.621 1.154 0.407
O -0.492 1.648 0.604
C -2.852 1.425 1.148
C -3.207 2.532 1.898
C -4.450 2.515 2.531
C -5.299 1.420 2.433
C -4.943 0.285 1.696
C -3.716 0.326 1.079
H -2.559 3.395 1.971
H -4.763 3.376 3.106
H -6.255 1.442 2.937
H -5.597 -0.573 1.623
Ge 0.439 3.200 -0.453
C 1.083 1.922 -1.744
C 1.972 0.898 -1.384
C 2.424 -0.012 -2.329
C 2.007 0.100 -3.653
C 1.123 1.102 -4.022
C 0.655 2.004 -3.067
C 1.491 4.102 0.816
C 1.025 5.349 1.253
C 1.769 6.094 2.154
C 2.975 5.597 2.625
C 3.449 4.360 2.197
C 2.717 3.617 1.292
H -0.840 3.911 -0.878
H 2.368 0.839 -0.375
H 3.142 -0.773 -2.049
H 2.395 -0.578 -4.403
H 0.814 1.203 -5.054
H -0.028 2.786 -3.380
H 0.089 5.753 0.883
H 1.414 7.061 2.480
H 3.559 6.181 3.323
H 4.399 3.993 2.560
H 3.124 2.678 0.938
```

---

Entry from the OMol25 dataset: a structure of composition C28H24KN2O8PS3 (wB97M-V/def2-TZVPD).

Output
Net charge: -2
DFT total energy: -3928.7653 hartree
Lowest unoccupied orbital energy: 3.9 eV
ΔE to the lowest compared entry with this formula, charge and spin: 136.9 kJ/mol
Highest occupied orbital energy: -2.3 eV
Orbital gap: 6.210 eV

The geometry in XYZ format:
```
67
C28H24KN2O8PS3 | the OMol25 dataset | wB97M-V/def2-TZVPD
K 1.415 -0.672 1.314
O 1.213 1.545 2.802
S 1.451 2.354 1.610
O 2.567 3.272 1.734
O 1.462 1.556 0.382
C -0.018 3.375 1.375
C 0.138 4.748 1.489
C -0.932 5.602 1.252
C -2.160 5.082 0.890
C -2.314 3.706 0.776
C -1.262 2.829 1.016
P -1.501 0.997 0.928
C -3.252 0.861 1.437
C -4.359 0.961 0.599
C -5.644 0.842 1.108
C -5.838 0.618 2.462
C -4.742 0.500 3.304
C -3.459 0.612 2.793
C -1.585 0.734 -0.879
C -0.936 1.558 -1.790
C -0.902 1.222 -3.138
C -1.511 0.058 -3.586
C -2.152 -0.773 -2.676
C -2.185 -0.445 -1.329
H 1.114 5.130 1.755
H -0.796 6.673 1.345
H -3.004 5.733 0.694
H -3.280 3.302 0.504
H -4.214 1.119 -0.463
H -6.494 0.909 0.439
H -6.841 0.503 2.856
H -4.882 0.286 4.356
H -2.604 0.473 3.443
H -0.429 2.452 -1.451
H -0.380 1.868 -3.833
H -1.457 -0.214 -4.633
H -2.608 -1.699 -3.005
H -2.643 -1.119 -0.617
O 3.549 -4.615 0.653
C 2.785 -3.660 0.464
O 2.422 -2.758 1.252
C 2.230 -3.525 -0.980
C 1.751 -2.331 -1.520
C 1.345 -2.250 -2.846
C 1.401 -3.402 -3.610
C 1.848 -4.614 -3.118
C 2.271 -4.651 -1.800
N 0.960 -3.337 -5.026
O 1.023 -4.354 -5.696
O 0.539 -2.278 -5.451
H 1.685 -1.404 -0.965
H 0.977 -1.323 -3.258
H 1.872 -5.489 -3.749
H 2.665 -5.562 -1.369
C 6.558 -0.350 1.151
S 4.926 -1.112 1.150
C 4.266 -0.044 2.452
O 4.286 -0.632 -0.120
H 6.476 0.729 1.018
H 7.106 -0.777 0.312
H 7.078 -0.587 2.080
H 4.967 -0.095 3.288
H 3.293 -0.351 2.822
H 4.206 0.965 2.042
S -3.657 -3.787 2.284
C -2.345 -2.819 1.813
N -1.461 -2.143 1.468
```

---

Entry from the OMol25 dataset: a structure of composition C28H24N4O3Pt (wB97M-V/def2-TZVPD).

Output
Multiplicity: 3
DFT total energy: -1645.4482 hartree
Lowest unoccupied orbital energy (spin up / spin down): -1.3 / -2.2 eV
Highest occupied orbital energy (spin up / spin down): -4.2 / -8.2 eV
Orbital gap (spin up / spin down): 2.910 / 5.988 eV
<S²>: 2.048

The geometry in XYZ format:
```
60
C28H24N4O3Pt | the OMol25 dataset | wB97M-V/def2-TZVPD
Pt -1.286 -1.068 -1.884
O 1.182 -4.179 -1.166
C 0.252 -3.392 -1.268
N 0.216 -2.273 -2.091
C 1.249 -1.748 -2.818
C 2.510 -2.337 -3.011
C 3.474 -1.655 -3.714
C 3.214 -0.386 -4.258
C 1.987 0.214 -4.105
C 0.981 -0.445 -3.378
N -0.263 0.047 -3.094
C -0.719 1.344 -3.298
O -0.125 2.229 -3.900
C -2.030 1.544 -2.650
C -2.672 2.772 -2.764
C -3.860 2.999 -2.106
C -4.386 1.957 -1.323
C -3.725 0.756 -1.269
N -2.570 0.509 -1.910
C -0.992 -3.500 -0.481
C -1.165 -4.571 0.389
C -2.289 -4.650 1.179
C -3.240 -3.619 1.074
C -3.030 -2.600 0.181
N -1.942 -2.504 -0.602
H 2.702 -3.313 -2.597
H 4.450 -2.101 -3.850
H 3.993 0.127 -4.804
H 1.781 1.185 -4.524
H -2.196 3.526 -3.375
H -4.375 3.947 -2.183
H -5.306 2.085 -0.772
H -4.136 -0.054 -0.686
H -0.384 -5.317 0.417
H -2.442 -5.475 1.861
H -4.135 -3.624 1.679
H -3.766 -1.816 0.082
C 2.214 2.644 5.808
C 1.857 2.136 4.441
C 2.804 2.051 3.429
C 2.483 1.561 2.174
C 3.563 1.495 1.123
C 1.162 1.139 1.914
C 0.837 0.638 0.581
O -0.244 0.208 0.228
C 0.182 1.232 2.932
C -1.247 0.818 2.727
C 0.555 1.731 4.169
H 3.262 2.931 5.869
H 2.023 1.874 6.556
H 1.600 3.509 6.064
H 3.821 2.373 3.624
H 4.514 1.827 1.536
H 3.322 2.140 0.276
H 3.694 0.478 0.752
H 1.662 0.676 -0.150
H -1.686 1.328 1.871
H -1.834 1.044 3.617
H -1.316 -0.250 2.518
H -0.187 1.806 4.956
```

---

Entry from the OMol25 dataset: a structure of composition C28H25AsCrNO5S (wB97M-V/def2-TZVPD).

Output
Multiplicity: 4
DFT total energy: -5191.3673 hartree
Lowest unoccupied orbital energy (spin up / spin down): -0.7 / -0.9 eV
ΔE to the lowest compared entry with this formula, charge and spin: 7.8 kJ/mol
Highest occupied orbital energy (spin up / spin down): -7.0 / -7.1 eV
Orbital gap (spin up / spin down): 6.294 / 6.270 eV
<S²>: 3.826

The geometry in XYZ format:
```
62
C28H25AsCrNO5S | the OMol25 dataset | wB97M-V/def2-TZVPD
Cr 0.120 0.536 0.325
O -0.655 -1.726 -3.133
C -0.211 -0.999 -2.127
O -0.873 -0.174 -1.525
C 1.242 -1.189 -1.764
C 2.262 -1.822 -2.434
C 3.554 -1.618 -1.931
C 3.786 -0.747 -0.874
C 2.697 -0.130 -0.273
N 1.485 -0.461 -0.692
C 2.450 1.050 0.702
O 3.641 1.520 1.293
O 1.549 0.613 1.640
H -1.587 -1.494 -3.275
H 2.075 -2.424 -3.311
H 4.390 -2.110 -2.412
H 4.792 -0.526 -0.542
H 4.159 1.964 0.611
S -1.328 -0.984 1.503
C -2.738 -0.105 2.109
C -3.744 -0.822 2.772
C -4.842 -0.179 3.314
C -4.986 1.202 3.217
C -4.009 1.928 2.559
C -2.909 1.281 2.006
As -1.550 2.205 1.033
C -1.370 3.876 1.962
C -0.486 3.913 3.037
C -0.360 5.074 3.783
C -1.106 6.201 3.451
C -1.978 6.163 2.375
C -2.114 4.997 1.627
C -2.449 2.689 -0.621
C -3.662 2.120 -0.985
C -4.209 2.397 -2.234
C -3.544 3.234 -3.119
C -2.326 3.798 -2.757
C -1.776 3.521 -1.514
H -3.641 -1.896 2.867
H -5.598 -0.762 3.827
H -5.843 1.702 3.650
H -4.100 3.005 2.475
H 0.113 3.044 3.281
H 0.327 5.102 4.620
H -1.004 7.108 4.034
H -2.560 7.038 2.114
H -2.798 4.973 0.789
H -4.183 1.466 -0.297
H -5.161 1.961 -2.511
H -3.974 3.452 -4.088
H -1.804 4.453 -3.443
H -0.820 3.952 -1.237
C 2.266 4.119 0.875
O 1.232 3.222 0.507
C 1.575 2.026 -0.172
C 1.989 2.339 -1.611
H 1.785 5.070 1.103
H 2.982 4.285 0.060
H 2.805 3.762 1.752
H 2.457 3.325 -1.683
H 1.123 2.360 -2.279
H 2.703 1.628 -2.035
```